C48H116O24S3 | ωB97M-V/def2-TZVPD

Summary:
2S+1	1
LUMO	0.279	eV
net charge	0
E	-133284.66335	eV
orbital gap	0.329	Eh

```
191
Properties=species:S:1:pos:R:3:mulliken_charge:R:1
C 21.7811 16.4002 14.5062 -0.469
O 22.0991 15.5083 13.4091 -0.535
C 22.7558 14.3297 13.8134 0.468
C 22.9239 13.2806 12.6862 -1.060
O 21.7812 12.7632 12.0324 -0.083
C 21.8806 11.7614 10.9832 -0.726
C 20.5015 11.1039 10.5365 -0.550
O 19.9520 10.2688 11.5711 -0.248
C 18.5663 9.9092 11.3773 -0.804
H 21.0162 16.0300 15.1889 0.288
H 21.2840 17.2354 14.0128 0.028
H 22.6640 16.8069 14.9992 0.410
H 22.1095 13.9587 14.6088 -0.382
H 23.7339 14.6311 14.1882 0.475
H 23.3939 12.4277 13.1758 0.385
H 23.6533 13.5060 11.9082 0.458
H 22.4565 10.8991 11.3190 0.370
H 22.4138 12.1346 10.1088 0.336
H 20.8304 10.4403 9.7368 0.389
H 19.8328 11.8594 10.1241 0.357
H 18.3032 9.2792 10.5276 0.365
H 17.8473 10.7267 11.4300 0.284
H 18.3622 9.3039 12.2605 0.245
C 12.0390 15.2303 15.6076 -0.619
O 12.5138 15.3028 14.2205 -0.447
C 12.6908 16.6400 13.6991 -0.075
C 12.7819 16.6871 12.1578 0.006
O 11.4764 16.4115 11.6443 -0.378
C 11.4235 16.3191 10.2520 -0.169
C 9.9914 16.0061 9.5681 -0.595
O 9.1953 17.1812 9.6396 -0.359
C 9.4176 18.0490 8.5688 -0.640
H 11.0759 15.7062 15.7925 0.331
H 12.7751 15.6607 16.2866 0.133
H 11.8690 14.1923 15.8936 0.281
H 13.5387 17.0980 14.2084 -0.136
H 11.8078 17.2265 13.9530 0.550
H 13.4742 15.9192 11.8126 0.412
H 13.0962 17.6568 11.7718 -0.082
H 12.2491 15.6930 9.9136 0.363
H 11.7506 17.3130 9.9467 0.020
H 9.5662 15.2337 10.2089 0.318
H 10.0605 15.6716 8.5330 0.382
H 10.4056 18.5069 8.6164 0.219
H 8.7053 18.8739 8.5875 0.257
H 9.2224 17.5947 7.5974 0.342
C 25.1154 11.5065 16.9996 -0.843
O 23.8464 11.7568 16.5141 -0.203
C 22.9439 12.0653 17.6033 -0.809
C 21.4826 11.8049 17.2993 0.125
O 21.3287 10.3949 17.1578 -0.381
C 19.9701 10.1400 16.6131 -0.850
C 19.6852 10.7333 15.2594 -0.054
O 19.0476 12.0237 15.4258 -0.399
C 19.0398 12.7727 14.2169 0.600
H 25.1261 10.6334 17.6521 0.309
H 25.4704 12.4278 17.4614 0.349
H 25.7267 11.3655 16.1082 0.223
H 23.1134 13.1098 17.8648 0.373
H 23.1819 11.4354 18.4604 0.476
H 21.1185 12.4303 16.4842 -0.073
H 20.8279 12.0674 18.1303 0.290
H 19.2346 10.4040 17.3730 0.309
H 19.9706 9.0579 16.4820 0.356
H 19.0303 10.0278 14.7481 0.273
H 20.6804 10.7901 14.8185 0.258
H 20.0816 12.9398 13.9435 -0.143
H 18.6167 13.7325 14.5132 -0.488
H 18.4562 12.2839 13.4368 0.230
C 17.8339 19.4510 22.0336 -0.922
O 17.2215 20.1461 20.9275 -0.289
C 18.2171 20.5796 20.0013 -0.854
C 17.6460 21.3981 18.8069 0.651
O 17.5254 22.7613 18.9919 -0.413
C 16.4810 23.1622 19.8655 0.086
C 16.4860 24.7036 19.9160 -0.779
O 17.7394 25.2752 20.2136 -0.328
C 17.7162 26.6674 20.0460 -0.824
H 18.1537 18.4665 21.6919 0.325
H 17.0835 19.2288 22.7923 0.321
H 18.6782 20.0382 22.3950 0.323
H 18.7435 19.6834 19.6728 0.525
H 18.9384 21.1618 20.5748 0.623
H 16.6889 21.0503 18.4181 -0.229
H 18.3862 21.2365 18.0233 -0.073
H 16.4439 22.7950 20.8911 0.283
H 15.4590 22.9352 19.5618 -0.035
H 15.7737 25.0821 20.6492 0.442
H 16.2029 25.0364 18.9174 0.329
H 18.6313 27.1138 20.4349 0.269
H 16.8206 27.1736 20.4064 0.307
H 17.8099 26.9048 18.9863 0.336
C 19.6140 20.1668 13.6583 0.176
O 20.0642 20.8234 12.5303 -0.388
C 20.3178 22.2206 12.7640 -0.211
C 20.8125 22.7866 11.4548 -0.845
O 22.0434 22.1615 11.1552 0.027
C 22.8098 22.8261 10.1285 -0.747
C 24.2521 22.3074 10.0995 -0.533
O 24.2357 20.8778 9.8166 -0.302
C 25.5229 20.2531 9.8351 -0.927
H 18.6354 20.5071 13.9969 0.722
H 20.2276 20.4274 14.5208 -0.114
H 19.7016 19.0814 13.6121 -0.494
H 21.0993 22.3562 13.5116 0.014
H 19.4163 22.7043 13.1401 0.460
H 21.0242 23.8404 11.6357 0.370
H 20.3184 22.6851 10.4885 0.392
H 22.7762 23.8969 10.3297 0.386
H 22.2571 22.6768 9.2009 0.340
H 24.8134 22.4549 11.0221 0.313
H 24.8046 22.8428 9.3273 0.452
H 26.1159 20.7583 9.0727 0.353
H 25.4819 19.1876 9.6090 0.222
H 25.9861 20.4231 10.8070 0.387
C 24.4888 17.3803 12.1298 -0.279
O 24.3982 18.1411 13.3354 -0.452
C 23.7825 19.4017 13.1061 0.099
C 23.4633 20.1847 14.4107 -1.094
O 22.5235 19.5336 15.2794 0.391
C 22.1638 20.3051 16.3539 -1.361
C 21.0486 19.5149 17.1063 0.440
O 21.1992 18.1449 17.3982 -0.167
C 22.1785 17.8844 18.4332 -0.916
H 23.4622 17.1697 11.8300 0.274
H 25.0205 16.4308 12.1918 0.304
H 25.0190 18.0271 11.4308 -0.092
H 22.8443 19.2252 12.5801 0.323
H 24.3678 20.0152 12.4212 -0.011
H 23.2108 21.2159 14.1637 0.365
H 24.3718 20.2040 15.0125 0.439
H 21.7569 21.2825 16.0948 0.338
H 22.9871 20.5272 17.0328 0.530
H 20.2117 19.5406 16.4084 -0.518
H 20.7695 20.1582 17.9407 0.397
H 22.0162 16.8321 18.6664 0.262
H 22.0600 18.4769 19.3403 0.290
H 23.1519 17.9853 17.9532 0.253
C 11.3344 21.3518 9.0788 -0.553
O 12.5434 21.2226 9.8012 -0.334
C 12.3471 20.3800 10.9922 -0.149
C 13.6745 20.2335 11.8052 -0.525
O 14.7017 19.4083 11.2266 -0.417
C 15.9190 19.4748 11.9030 -0.148
C 16.7931 18.2540 11.7405 -0.592
O 16.1744 17.1312 12.4558 0.228
C 16.7137 15.8193 12.2634 -1.022
H 10.8186 22.1918 9.5440 0.333
H 10.7102 20.4599 9.1333 0.093
H 11.5448 21.5798 8.0338 0.239
H 11.9725 19.3776 10.7849 -0.246
H 11.6158 20.8726 11.6331 0.390
H 13.3501 19.8722 12.7811 0.209
H 14.0147 21.2248 12.1046 0.765
H 15.7185 19.5269 12.9732 -0.297
H 16.4258 20.4119 11.6724 0.561
H 17.8125 18.4439 12.0765 0.262
H 16.8312 18.0321 10.6740 0.396
H 16.0069 15.0907 12.6605 0.268
H 17.6931 15.6952 12.7254 0.188
H 16.7662 15.5535 11.2076 0.428
C 14.2962 19.8822 16.2080 0.313
S 12.8637 20.9492 16.6874 0.384
O 11.5672 20.0918 16.6676 -0.654
C 13.2380 21.1634 18.4416 -0.201
H 14.4686 19.7880 15.1359 -0.307
H 14.2985 18.9580 16.7859 0.011
H 15.1647 20.4549 16.5332 0.000
H 13.1553 20.2205 18.9821 0.195
H 12.5527 21.8551 18.9316 0.469
H 14.2437 21.5787 18.5063 -0.358
C 18.5225 17.1905 15.4768 1.777
S 17.2399 17.4192 16.8211 0.254
O 17.0453 18.9280 16.9047 -0.255
C 15.8489 16.6857 15.8875 -0.344
H 19.4345 17.6676 15.8356 -1.107
H 18.2446 17.6502 14.5283 -0.420
H 18.5764 16.1200 15.2792 -0.088
H 15.6502 17.1913 14.9426 -0.456
H 14.9143 16.6096 16.4432 0.118
H 16.0809 15.6492 15.6425 0.600
C 15.3898 17.5270 19.9712 -0.296
S 15.6527 16.7706 21.5871 0.509
O 14.7700 17.6096 22.5358 -0.663
C 14.7074 15.2683 21.1872 -0.960
H 15.8481 17.0143 19.1256 0.138
H 15.7471 18.5560 20.0126 -0.079
H 14.3572 17.7328 19.6893 0.404
H 13.7116 15.5496 20.8447 0.299
H 14.6514 14.6011 22.0473 0.351
H 15.1764 14.7653 20.3415 0.307
```